Below is a structure of composition C45H72BCl3Ge2N4O2P3Ti, with properties calculated with wB97M-V/def2-TZVPD.

Geometry (Å):
Ti  0.71052  -0.05201  1.42602
C  5.23627  -1.85904  0.30143
C  4.68095  -0.53456  0.81988
C  4.79734  -0.47883  2.34335
P  2.99938  -0.02800  0.13258
C  2.69220  -1.18626  -1.26031
N  1.34987  -1.66838  -1.62593
Ge  -0.24692  -1.35595  -0.68548
N  -1.55891  -0.27976  -1.80519
C  -1.64639  1.16961  -1.57585
P  -0.01192  2.01039  -1.79317
C  0.18241  2.17323  -3.63900
C  -1.11059  2.16788  -4.45697
C  1.14747  1.14708  -4.23113
C  -0.46564  3.72127  -1.27681
C  -1.65465  4.38711  -1.96997
C  0.78216  4.60678  -1.39022
C  -2.22456  -0.81378  -2.82820
C  -3.29409  -0.14241  -3.52140
C  -3.83427  -0.68271  -4.64643
C  -3.33932  -1.90381  -5.14499
C  -2.35956  -2.60723  -4.45793
C  -1.83318  -2.11568  -3.28492
N  -0.91662  -2.86246  -2.45468
C  0.30704  -3.25928  -3.14076
C  0.36844  -4.21970  -4.13939
C  1.56808  -4.52637  -4.75370
C  2.71008  -3.85616  -4.35347
C  2.65576  -2.91188  -3.34077
C  1.44802  -2.59952  -2.69517
C  -1.67154  -3.94759  -1.82015
C  -2.15867  -5.05627  -2.49824
C  -2.89528  -6.01761  -1.83444
C  -3.15135  -5.84664  -0.48292
C  -2.67713  -4.73392  0.19050
C  -1.92115  -3.75297  -0.47037
N  -1.40435  -2.60444  0.16610
C  -1.82146  -2.54811  1.56847
P  -1.44184  -1.03523  2.52512
C  -1.37126  -1.67069  4.25681
C  -0.35878  -2.78462  4.52693
C  -1.19864  -0.53176  5.26543
C  -3.03491  -0.08540  2.44211
C  -3.60984  -0.13751  1.02296
C  -4.10941  -0.55749  3.42184
C  3.45577  1.62265  -0.57537
C  4.54231  1.58105  -1.65402
C  3.85687  2.57370  0.55824
H  6.23217  -1.98848  0.72925
H  5.34845  -1.88575  -0.78381
H  4.63773  -2.71554  0.60912
H  5.31331  0.25695  0.42552
H  4.33225  -1.34616  2.81209
H  4.35685  0.41693  2.77876
H  5.85671  -0.48979  2.60491
H  3.29866  -2.05826  -1.01131
H  3.15642  -0.73261  -2.13389
H  -1.93746  1.37879  -0.54546
H  -2.38058  1.62667  -2.22441
H  0.65045  3.15722  -3.73517
H  -1.51534  1.15806  -4.53112
H  -0.88762  2.49072  -5.47598
H  -1.88778  2.82486  -4.07227
H  0.76734  0.13006  -4.12816
H  2.12370  1.19330  -3.75608
H  1.28701  1.34300  -5.29604
H  -0.70196  3.60577  -0.21517
H  -1.41866  4.65636  -3.00011
H  -1.89083  5.31529  -1.44506
H  -2.56313  3.78280  -1.97016
H  1.23670  4.55038  -2.38272
H  1.53118  4.33942  -0.64957
H  0.50618  5.65175  -1.23581
H  -3.68946  0.78730  -3.14685
H  -4.63721  -0.17119  -5.15926
H  -3.74681  -2.31990  -6.05666
H  -2.03063  -3.55454  -4.85145
H  -0.50594  -4.76357  -4.45796
H  1.59980  -5.27700  -5.53037
H  3.66269  -4.07470  -4.81769
H  3.57659  -2.43561  -3.05634
H  -1.98972  -5.19486  -3.55412
H  -3.26023  -6.88270  -2.36956
H  -3.72483  -6.58641  0.05984
H  -2.88655  -4.65204  1.24342
H  -1.41325  -3.39553  2.12336
H  -2.90909  -2.65018  1.61961
H  -2.37329  -2.08904  4.38101
H  0.66605  -2.41911  4.50340
H  -0.44284  -3.63419  3.85092
H  -0.54066  -3.16581  5.53342
H  -0.22538  -0.05555  5.16372
H  -1.27384  -0.94080  6.27417
H  -1.95739  0.24401  5.15775
H  -2.75520  0.94037  2.68663
H  -4.21183  -1.03745  0.88124
H  -2.84637  -0.15418  0.25337
H  -4.26274  0.71993  0.85106
H  -4.33902  -1.61891  3.29710
H  -5.02916  -0.00804  3.21082
H  -3.85505  -0.37869  4.46388
H  2.53941  1.99966  -1.02489
H  5.53540  1.40584  -1.24042
H  4.57627  2.55595  -2.14534
H  4.36836  0.83843  -2.43237
H  4.79759  2.27055  1.02194
H  3.09717  2.65143  1.33588
H  4.01282  3.57361  0.14870
Cl  0.26817  -5.35608  1.69135
Ge  1.39539  -3.56904  1.16748
Cl  1.78215  -0.44482  3.28978
Cl  2.78103  -4.56057  -0.19028
C  1.50381  4.74235  3.61381
C  0.27941  4.09423  3.00159
C  -0.57407  5.14379  2.31425
O  0.77902  3.18350  1.95449
B  0.24732  1.95210  2.14772
O  -0.59428  1.87927  3.22387
C  -0.52547  3.14093  3.97210
C  0.19644  2.83257  5.27168
C  -1.95230  3.56934  4.25527
H  2.03491  5.29765  2.83991
H  2.18616  4.00810  4.03810
H  1.21996  5.44863  4.39503
H  0.02855  5.67006  1.57451
H  -0.92950  5.87781  3.03717
H  -1.44087  4.71477  1.81172
H  1.15652  2.34750  5.09183
H  -0.41328  2.16733  5.88162
H  0.37175  3.74350  5.84426
H  -2.55092  3.64369  3.34849
H  -1.97329  4.53584  4.76025
H  -2.42269  2.84193  4.91827

Summary:
E_HOMO (spin up / spin down) = -0.4619 / -0.4641 Eh
E_LUMO (spin up / spin down) = -5.905 / -7.369 eV
HOMO-LUMO gap (spin up / spin down) = 6.665 / 5.260 eV
Expectation value of S² = 0.79
2S+1 = 2
Charge = +2
Electronic energy = -9559.93212 Ha



Below is a structure of composition C45H72GeN5O3P3SSc, with properties calculated with wB97M-V/def2-TZVPD.

Geometry (Å):
Sc  -0.36941  -0.29429  -0.12797
C  -0.79334  0.73852  -5.82049
C  -0.60989  1.36008  -4.43264
C  -1.51870  2.59194  -4.31949
P  -0.91614  0.13407  -3.04656
C  -2.76460  0.03505  -3.08045
N  -3.36250  0.85639  -2.04148
Ge  -2.37851  1.51535  -0.47820
N  -1.80869  3.27912  -0.81854
C  -0.40801  3.58730  -1.01301
P  0.72073  2.37241  -0.17870
C  2.31434  2.49878  -1.12739
C  2.51128  3.78704  -1.92828
C  2.52078  1.28313  -2.02742
C  1.06902  3.28143  1.40026
C  -0.25154  3.57836  2.11935
C  1.87792  4.57024  1.25516
C  -2.78305  4.06997  -1.40191
C  -2.56716  5.20448  -2.18084
C  -3.64080  5.83597  -2.79467
C  -4.93184  5.34804  -2.65884
C  -5.16216  4.23653  -1.85739
C  -4.09937  3.63506  -1.21597
N  -4.26507  2.50451  -0.27351
C  -5.23200  1.52723  -0.77688
C  -6.53272  1.41735  -0.33998
C  -7.38199  0.50159  -0.95847
C  -6.90994  -0.25383  -2.02010
C  -5.58956  -0.15478  -2.44957
C  -4.71311  0.72096  -1.80669
C  -4.54267  2.95625  1.08249
C  -5.22936  4.11943  1.32890
C  -5.53720  4.49578  2.63682
C  -5.15970  3.69010  3.71206
C  -4.44931  2.53780  3.49206
C  -4.08488  2.13450  2.17134
N  -3.33853  1.08270  1.85084
C  -2.79400  0.23142  2.88626
P  -1.03874  -0.33837  2.60880
C  -1.04358  -2.00529  3.42240
C  -1.60200  -2.01302  4.84773
C  -1.75344  -3.05090  2.57074
C  0.02934  0.68901  3.73825
C  1.26403  -0.10534  4.18128
C  -0.65548  1.37060  4.92140
C  -0.34950  -1.47106  -3.78016
C  1.16309  -1.40336  -4.00189
C  -0.69666  -2.69477  -2.93464
H  -0.57988  1.50510  -6.56604
H  -1.82347  0.41263  -5.98085
H  -0.12855  -0.09834  -6.02204
H  0.43175  1.67963  -4.34192
H  -2.54157  2.34922  -4.03057
H  -1.56473  3.08887  -5.28914
H  -1.15076  3.32414  -3.61363
H  -3.04113  -1.02046  -2.99205
H  -3.11035  0.35631  -4.07009
H  -0.17002  4.58229  -0.62075
H  -0.12522  3.60460  -2.06650
H  3.06382  2.46136  -0.33107
H  1.87968  3.79441  -2.81894
H  3.54522  3.84454  -2.27167
H  2.30285  4.68873  -1.35506
H  1.82821  1.30238  -2.87007
H  2.37907  0.34762  -1.48364
H  3.53154  1.28785  -2.44114
H  1.67327  2.58466  1.98751
H  -0.79895  4.36957  1.60499
H  -0.05435  3.92100  3.13645
H  -0.91586  2.71169  2.16869
H  1.35114  5.31895  0.66116
H  2.86021  4.40745  0.81498
H  2.03164  5.00156  2.24590
H  -1.56377  5.58180  -2.32912
H  -3.45994  6.71214  -3.40318
H  -5.75626  5.82922  -3.16530
H  -6.16408  3.84334  -1.73588
H  -6.89719  2.04213  0.46584
H  -8.40771  0.40983  -0.63104
H  -7.57839  -0.93519  -2.53045
H  -5.24968  -0.75906  -3.27984
H  -5.53688  4.75219  0.50974
H  -6.08605  5.41099  2.81064
H  -5.42699  3.97584  4.72021
H  -4.17399  1.92404  4.33626
H  -3.40413  -0.67674  2.95573
H  -2.81828  0.69111  3.87246
H  0.01373  -2.27730  3.43986
H  -2.60810  -1.59027  4.90144
H  -0.97282  -1.47815  5.55424
H  -1.67256  -3.04503  5.19495
H  -2.83358  -2.88032  2.56138
H  -1.58824  -4.03810  3.00449
H  -1.37394  -3.05864  1.55027
H  0.39142  1.47278  3.08342
H  1.04287  -0.78096  5.00568
H  2.02927  0.58967  4.53212
H  1.68834  -0.70498  3.37447
H  -1.13227  0.66143  5.59761
H  -1.40243  2.09981  4.60316
H  0.09533  1.91538  5.49736
H  -0.85427  -1.57424  -4.74248
H  1.68720  -1.33188  -3.04573
H  1.46475  -0.55677  -4.62017
H  1.50423  -2.31313  -4.49709
H  -0.25205  -2.65169  -1.93694
H  -0.29954  -3.58535  -3.42461
H  -1.77549  -2.83579  -2.84416
N  3.24263  -0.08672  1.02428
C  3.28096  -1.53083  0.75194
C  1.89915  -2.14265  0.92405
O  1.65622  -3.02086  1.71143
O  0.96820  -1.61701  0.13041
H  4.02606  0.36099  0.56328
H  3.37742  0.07403  2.01573
H  3.97250  -2.08270  1.38862
H  3.57816  -1.68621  -0.28716
O  -2.04309  -1.54912  -0.25851
S  -3.29680  -2.21749  -0.83399
C  -4.64365  -1.95802  0.33742
C  -5.37206  -3.29662  0.36651
C  -4.28826  -4.37040  0.49069
C  -3.18431  -4.00682  -0.50451
H  -5.24540  -1.11843  -0.01189
H  -4.17340  -1.71392  1.28975
H  -5.94518  -3.42832  -0.55460
H  -6.08125  -3.32692  1.19261
H  -4.67799  -5.36490  0.28179
H  -3.88706  -4.38107  1.50294
H  -3.33024  -4.48269  -1.47431
H  -2.16742  -4.20839  -0.16910

Summary:
E_HOMO (spin up / spin down) = -0.4428 / -0.4437 Eh
E_LUMO (spin up / spin down) = -4.595 / -6.656 eV
HOMO-LUMO gap (spin up / spin down) = 7.453 / 5.417 eV
Expectation value of S² = 0.79
2S+1 = 2
Charge = +2
Electronic energy = -6517.00567 Ha



Below is a structure of composition C45H75NO16, with properties calculated with wB97M-V/def2-TZVPD.

Geometry (Å):
C  4.24710  -0.78561  2.08278
C  5.25717  -0.74534  1.19895
C  5.70896  0.57347  0.61500
O  6.44631  1.25535  1.30292
O  5.31565  0.95906  -0.63410
C  3.97152  1.49396  -0.62949
C  3.16921  0.94810  -1.78648
C  3.16938  -0.58123  -1.84815
C  1.91739  -1.05051  -2.57123
C  1.70092  -2.55525  -2.59513
C  0.63869  -2.99969  -3.60863
C  -0.59531  -2.10586  -3.62114
O  -0.98286  -2.00639  -5.02108
C  -1.65435  -3.16149  -5.29082
O  -1.60336  -3.78694  -6.33648
O  -2.37277  -3.49875  -4.19518
C  -1.92388  -2.69639  -3.07065
C  -1.75317  -3.62646  -1.88819
C  -1.88573  -3.01253  -0.50247
C  -1.02335  -1.76808  -0.23835
C  -1.81026  -0.47697  0.02829
C  -1.21620  0.70789  -0.74185
C  -1.37629  2.04684  -0.03382
C  -2.81593  2.54012  0.02825
C  -3.51040  2.64268  -1.35045
C  -4.84638  1.90776  -1.37926
O  -5.85272  2.71105  -0.78841
C  -6.31715  2.25096  0.46107
N  -2.78272  -1.55830  -2.85801
C  -4.21423  -1.75133  -3.12732
C  -4.90932  -2.80559  -2.29661
C  -6.41788  -2.73721  -2.60008
H  4.35240  -1.39674  2.96803
H  3.32542  -0.24944  1.91892
H  5.77474  -1.62897  0.85622
H  4.03400  2.57596  -0.66767
H  3.48832  1.26209  0.31497
H  3.56931  1.38092  -2.70014
H  2.15535  1.31100  -1.62589
H  4.04679  -0.89240  -2.40700
H  3.17831  -0.94640  -0.82417
H  1.91556  -0.66326  -3.59094
H  1.07892  -0.56076  -2.07721
H  1.50470  -2.93118  -1.59393
H  2.64270  -3.02166  -2.88425
H  1.05546  -2.99098  -4.60912
H  0.39197  -4.03693  -3.40452
H  -0.47020  -1.13531  -3.16995
H  -2.52912  -4.38265  -1.96881
H  -0.81045  -4.15985  -1.91098
H  -1.54685  -3.77861  0.18680
H  -2.91483  -2.82239  -0.22468
H  -0.26377  -1.61469  -1.00193
H  -0.48434  -1.96512  0.68341
H  -1.87466  -0.28118  1.09280
H  -2.82051  -0.63795  -0.34852
H  -0.14632  0.51653  -0.85288
H  -1.61617  0.71891  -1.75274
H  -0.73453  2.77465  -0.52499
H  -1.04452  1.90552  0.99107
H  -3.42025  1.93981  0.70074
H  -2.77845  3.54816  0.43004
H  -2.86120  2.31377  -2.15561
H  -3.75447  3.68459  -1.53476
H  -5.14305  1.65986  -2.39747
H  -4.71990  0.96574  -0.84114
H  -6.38449  1.16614  0.50220
H  -7.30278  2.65502  0.66129
H  -5.65315  2.60337  1.24996
H  -2.49471  -0.79749  -3.45822
H  -4.43304  -1.92253  -4.18252
H  -4.69340  -0.80378  -2.88613
H  -4.58091  -3.80104  -2.58360
H  -4.76948  -2.66577  -1.23079
H  -7.00936  -3.28117  -1.87685
H  -6.71313  -1.69088  -2.61656
H  -6.57157  -3.10684  -3.60945
O  -1.36353  -8.47717  -0.39259
C  -1.44087  -8.14408  -1.53863
O  -0.80450  -7.05518  -2.03099
C  -1.17458  -6.84565  -3.40734
C  -1.65769  -8.19888  -3.90600
C  -2.25951  -8.80078  -2.63656
H  -1.95874  -6.08735  -3.44162
H  -0.31153  -6.48189  -3.96064
H  -2.35344  -8.12533  -4.73891
H  -0.80735  -8.80006  -4.23111
H  -3.30489  -8.51788  -2.50529
H  -2.15735  -9.88113  -2.59662
O  3.42629  3.64824  1.80786
C  4.28160  4.35890  2.25261
O  4.46346  5.62851  1.82616
C  5.62404  6.20223  2.45651
C  5.83304  5.38268  3.72262
C  5.32035  4.00644  3.29605
H  6.46573  6.12164  1.76582
H  5.43401  7.25405  2.65892
H  6.86395  5.38658  4.06969
H  5.20664  5.77583  4.52538
H  6.09559  3.40157  2.82256
H  4.86905  3.45619  4.11660
O  -0.79910  2.82615  2.80706
C  0.15927  3.29503  3.34799
O  0.48465  4.60305  3.26522
C  1.74186  4.84631  3.93365
C  1.89985  3.69241  4.91109
C  1.19554  2.55584  4.17331
H  2.53490  4.86141  3.18901
H  1.70406  5.81327  4.42465
H  2.93813  3.48523  5.16222
H  1.36750  3.91408  5.83753
H  1.86809  2.02623  3.49650
H  0.71539  1.85419  4.84923
O  -1.72221  -2.17174  2.88073
C  -2.04036  -3.29578  3.13718
O  -1.46374  -4.37157  2.55086
C  -2.11989  -5.58225  2.96909
C  -2.79121  -5.23060  4.29035
C  -3.12751  -3.75303  4.09173
H  -2.83819  -5.86931  2.19840
H  -1.38016  -6.37202  3.06702
H  -3.65170  -5.85786  4.51381
H  -2.07679  -5.33686  5.10789
H  -4.09547  -3.61386  3.60808
H  -3.08819  -3.18627  5.01715
O  3.92861  7.07731  3.78960
C  3.95084  7.53048  2.68112
O  4.64723  8.64865  2.36477
C  4.40253  9.01390  0.99419
C  3.93983  7.73200  0.31567
C  3.21927  7.01483  1.45420
H  3.63842  9.79377  0.97665
H  5.31872  9.41135  0.56423
H  3.32120  7.90937  -0.56131
H  4.80384  7.14463  0.00308
H  2.17013  7.30652  1.52602
H  3.30244  5.93416  1.38058

Summary:
E_HOMO = -0.3382 Eh
E_LUMO = 0.533 eV
HOMO-LUMO gap = 9.734 eV
Charge = 0
Electronic energy = -3018.01594 Ha



These records have max |F| values of 0.019 0.011 0.238 Eh/bohr, in the order they appear.
These records have molecular weight values of 1104.3 973.7 886.1 g mol⁻¹, in the order they appear.